Entry 1:
The following is a quantum chemistry calculation of a structure of composition C28H31Cl3IrO2Si at a distorted geometry, from the Open Molecules 2025 dataset.

Positions of all 66 atoms, in Å:
C1 -1.056763 0.525285 -3.359118
C2 -1.137917 -0.777082 -4.076050
C3 0.145512 -1.295357 -4.229455
C4 -2.387492 -1.379483 -4.585829
C5 1.096172 -0.333595 -3.761679
C6 0.412192 0.807153 -3.270082
C7 1.028760 2.141920 -3.118436
C8 -2.027382 1.600837 -3.683057
C9 0.472092 -2.644039 -4.737050
C10 2.569088 -0.497704 -3.760501
Ir1 -0.769463 -0.023521 -1.392988
Cl1 -1.513407 -2.271849 -1.382278
Cl2 -2.959331 0.113596 -0.638896
Cl3 1.228457 -1.418934 -1.121151
H1 -3.187925 -0.631367 -4.620919
H2 -2.734811 -2.224200 -3.972332
H3 -2.232089 -1.750471 -5.609964
H4 -0.209334 -3.387208 -4.302332
H5 1.503559 -2.906224 -4.480540
H6 0.380526 -2.696510 -5.828149
H7 2.854531 -1.440117 -3.270822
H8 3.043810 0.316497 -3.198912
H9 2.981783 -0.491652 -4.777633
H10 2.041304 2.055427 -2.707675
H11 0.435656 2.722307 -2.402275
H12 1.093002 2.662682 -4.087143
H13 -3.037665 1.261986 -3.454695
H14 -1.959545 1.853899 -4.748065
H15 -1.814554 2.483142 -3.083247
O1 -0.725569 1.938447 -1.033264
H16 -0.664108 2.007714 -0.078871
O2 -0.083967 0.129690 0.508960
Si1 0.197314 0.100754 2.073738
C11 1.798643 0.905806 2.515752
C12 2.032267 1.353513 3.820763
C13 3.231670 1.998558 4.151158
C14 4.205733 2.183844 3.162013
C15 3.991077 1.720298 1.856866
C16 2.783454 1.085670 1.535411
C17 -1.259032 1.014981 2.778591
C18 -2.519374 0.422025 2.653698
C19 -3.673165 1.136219 2.973569
C20 -3.553910 2.429522 3.491727
C21 -2.295498 3.003536 3.689060
C22 -1.144508 2.303878 3.311820
C23 0.145264 -1.649229 2.632531
C24 -0.780207 -2.539576 2.073597
C25 -0.918038 -3.830552 2.592495
C26 -0.087185 -4.239938 3.637630
C27 0.886531 -3.372281 4.154618
C28 1.005532 -2.077352 3.639867
H17 1.269264 1.219123 4.587724
H18 3.399511 2.350017 5.174263
H19 5.141170 2.687179 3.411745
H20 4.760859 1.855643 1.089379
H21 2.602953 0.721876 0.521828
H22 -2.614230 -0.593564 2.266385
H23 -4.652228 0.685395 2.794084
H24 -4.451753 2.997216 3.719127
H25 -2.205456 4.004329 4.118318
H26 -0.163525 2.761359 3.424206
H27 -1.386474 -2.240030 1.219260
H28 -1.666842 -4.506656 2.169001
H29 -0.178500 -5.246894 4.041824
H30 1.552639 -3.702538 4.953496
H31 1.760910 -1.393411 4.028912

Atoms 1-6, force components in eV/Å:
C 1.5886 0.0478 -2.5712
C 0.7700 0.7471 0.2804
C 0.1448 1.2176 0.2119
C -0.4057 -0.2241 -0.1114
C -0.6908 -0.6989 -0.5405
C -1.7722 -0.6622 -0.2742

Summary:
total charge	-2
E	-81917.40179	eV
expectation value of S²	8.784
F_max	3.24	eV/Å
multiplicity	6

Entry 2:
The following is a quantum chemistry calculation of an isolated molecule of C4H6N2O, from the Open Molecules 2025 dataset.

Positions of all 13 atoms, in Å:
H1 -0.298272 0.807619 3.090191
N1 -0.985228 0.583791 2.374735
C1 -0.582456 1.033626 1.273240
N2 0.726976 1.567308 0.979756
C2 1.069573 0.839899 -0.010567
C3 -0.050952 -0.126042 -0.361935
C4 -0.208670 -0.695612 -1.743304
O1 -1.172553 0.639698 0.102678
H2 2.062989 0.867934 -0.452964
H3 0.024684 -0.909376 0.426484
H4 -0.317054 0.076993 -2.508221
H5 0.669733 -1.305999 -1.978184
H6 -1.091536 -1.338868 -1.764474

Atoms 1-6, force components in eV/Å:
H -0.1548 0.3255 0.1695
N 0.0321 0.5294 -0.0444
C -0.1552 -0.2927 0.5674
N 0.0673 -0.2540 -0.2365
C 0.0793 0.0537 0.1587
C 0.1484 -0.2372 -0.1024

Summary:
total charge	0
E	-9271.47533	eV
structure (SMILES)	[H]/N=C1\N=C[C@H](C)O1
energy relative to the best compared isomer or geometry (same formula, charge and spin)	46.7	kcal/mol
F_max	0.79	eV/Å

Entry 3:
The following is a quantum chemistry calculation of a structure of composition C31H29AuN2O4S3 at a distorted geometry, from the Open Molecules 2025 dataset.

Positions of all 70 atoms, in Å:
Au1 -0.218700 -0.837024 -0.997613
O1 1.982100 -0.648624 -0.855313
S1 2.792200 -1.408224 0.191087
C1 2.943900 -0.269724 1.653187
C2 1.676100 0.542376 1.896487
C3 1.857500 2.040876 1.630487
C4 2.258400 2.385376 0.204887
S2 0.860300 2.264476 -1.016613
O2 -0.079100 1.250076 -0.398413
C5 0.059300 3.817876 -0.594413
C6 -1.206700 3.817576 -0.037713
C7 -1.801400 5.026676 0.278187
C8 -1.129000 6.215776 0.032487
C9 0.136300 6.202276 -0.542513
C10 0.730500 5.000176 -0.876513
C11 4.507300 -1.253724 -0.360013
C12 5.471700 -1.876324 0.418987
C13 6.799400 -1.786324 0.036187
C14 7.146200 -1.094624 -1.116113
C15 6.168600 -0.483624 -1.887613
C16 4.836800 -0.564324 -1.511313
H1 3.817300 0.362576 1.512687
H2 3.146800 -0.951424 2.477287
H3 1.359900 0.416676 2.933487
H4 0.874600 0.161976 1.263187
H5 2.627400 2.423776 2.305187
H6 0.926700 2.556576 1.877487
H7 3.026100 1.720576 -0.181913
H8 2.623600 3.407576 0.143987
H9 -1.713100 2.880076 0.122187
H10 -2.788000 5.040076 0.711987
H11 -1.598400 7.158676 0.271087
H12 0.647700 7.130676 -0.743113
H13 1.695900 4.982076 -1.359913
H14 5.196400 -2.417324 1.310287
H15 7.560500 -2.262924 0.634987
H16 8.181400 -1.043024 -1.419013
H17 6.438500 0.051876 -2.784413
H18 4.056700 -0.105724 -2.099613
O3 -2.464200 1.231076 -1.785513
S3 -3.352900 0.204776 -1.350913
O4 -4.434800 -0.218624 -2.174613
N1 -2.321600 -1.128424 -1.092713
C17 -2.714200 -2.392024 -1.016613
C18 -4.058000 -2.819124 -0.934913
C19 -4.367200 -4.166324 -0.817613
C20 -3.384600 -5.139524 -0.804813
C21 -2.025100 -4.775624 -0.952213
C22 -0.976700 -5.711624 -1.055613
C23 0.316300 -5.269424 -1.225113
C24 0.557700 -3.894224 -1.259513
N2 -0.409600 -3.008124 -1.152813
C25 -1.685200 -3.402424 -1.028213
C26 -3.906900 0.520576 0.318787
C27 -5.258800 0.545276 0.596787
C28 -5.667200 0.861476 1.884887
C29 -4.723100 1.135676 2.863387
C30 -3.367500 1.094176 2.568587
C31 -2.952700 0.778276 1.284887
H19 -4.843900 -2.084024 -0.970413
H20 -5.403000 -4.460524 -0.734413
H21 -3.633900 -6.184724 -0.698413
H22 -1.203700 -6.765524 -1.014113
H23 1.135300 -5.961624 -1.337513
H24 1.557400 -3.503424 -1.379313
H25 -5.968900 0.343676 -0.189513
H26 -6.720100 0.893676 2.117187
H27 -5.048200 1.382176 3.863187
H28 -2.638700 1.304676 3.335987
H29 -1.907700 0.736076 1.017487

Atoms 1-6, force components in eV/Å:
Au -0.6226 -1.1608 0.2891
O -1.5569 0.5149 -1.0155
S 1.3376 0.1605 1.1686
C -0.1624 -0.2942 -0.1015
C -0.1325 -0.0147 0.0643
C -0.2642 -0.1962 -0.1329

Summary:
total charge	+2
E	-79968.03255	eV
F_max	4.07	eV/Å

Entry 4:
The following is a quantum chemistry calculation of a cluster of 2 separate species, C17H13O5S in total at a distorted geometry, from the Open Molecules 2025 dataset.

Positions of all 36 atoms, in Å:
C1 -0.419311 1.950268 -0.931295
C2 0.078709 2.298018 0.268357
C3 -0.673622 1.629712 1.333107
O1 -0.565689 1.639451 2.539774
O2 -1.683496 0.880923 0.683400
C4 -1.559986 1.047054 -0.708746
O3 -2.312070 0.509677 -1.491463
H1 -0.138711 2.250856 -1.932021
H2 0.898958 2.964412 0.501015
C5 1.146869 -2.522264 -6.491636
C6 2.272890 -1.708444 -6.652536
C7 2.330964 -0.460312 -6.021987
C8 1.256693 -0.034214 -5.233201
S1 1.264092 1.622559 -4.517178
C9 1.746280 1.389326 -2.870962
C10 2.446562 2.410923 -2.191123
C11 3.220085 2.097312 -1.030847
C12 3.673905 3.105014 -0.191665
C13 3.423318 4.445854 -0.498454
C14 2.748491 4.787540 -1.680603
C15 2.303214 3.796556 -2.546091
O4 2.269857 2.361933 -5.245501
O5 -0.116252 2.053528 -4.593374
C16 0.144217 -0.857535 -5.040481
C17 0.090318 -2.102998 -5.675679
H3 1.091155 -3.484217 -7.006792
H4 3.107572 -2.034743 -7.277372
H5 3.193930 0.190695 -6.148807
H6 1.756594 0.355217 -2.525151
H7 3.412399 1.041222 -0.818303
H8 4.237257 2.832769 0.702126
H9 3.786765 5.228457 0.165982
H10 2.597780 5.841268 -1.930544
H11 1.828597 4.051781 -3.497280
H12 -0.677712 -0.520275 -4.410511
H13 -0.790630 -2.733111 -5.537862

Atoms 1-6, force components in eV/Å:
C 0.0687 0.6707 0.3004
C 0.3980 0.2523 -0.5498
C -0.6540 -0.6280 0.6791
O -0.2061 -0.0109 -1.7835
O 0.0229 -0.0700 0.1274
C -0.9521 -0.8140 -0.1553

Summary:
total charge	-1
E	-38912.88186	eV
F_max	1.90	eV/Å

> What is the formula in the fourth record?

C17H13O5S